[1]
This record from the OMol25 dataset describes a structure of composition C21H42NaO3P. The level of theory is ωB97M-V with the def2-TZVPD basis set.

Properties
Multiplicity ... 1
Relative energy (zero: lowest compared OMol25 entry of this formula, charge and spin) ... 0.0 kJ/mol
Highest occupied orbital energy ... -6.707 eV

Cartesian coordinates (Å):
1 C 0.69444 -0.01850 3.73098
2 C -0.37827 0.35649 3.38474
3 C -1.67254 0.82605 2.87898
4 C -2.10239 0.13560 1.56180
5 C -2.07131 1.07154 0.33791
6 P -0.32543 1.14034 -0.51693
7 C 1.48365 1.08351 -1.25751
8 C -0.73363 -0.48297 -1.52028
9 C -0.24760 -1.75580 -0.83232
10 C 0.15494 -2.88990 -1.77667
11 C 0.18491 -4.27703 -1.11880
12 C 0.81085 -4.30078 0.26761
13 C 0.85229 -5.71889 0.86536
14 C 0.77704 -5.68891 2.39148
15 C 2.06359 -5.14953 3.04999
16 C 0.19141 2.73224 0.45601
17 C 0.96919 3.79679 -0.30793
18 O 2.36138 3.80170 0.12073
19 C 3.07069 4.88748 -0.23392
20 C 4.43593 4.57131 -0.79398
21 O 2.69116 6.01972 -0.09197
22 O -0.86514 2.04430 -1.91025
23 C -1.82170 3.05382 -1.83446
24 C -3.20463 2.63398 -2.37415
25 C -4.34560 3.27566 -1.58449
26 H 1.65778 -0.39530 3.98090
27 H -2.42348 0.66301 3.65405
28 H -1.59407 1.90577 2.74343
29 H -1.47551 -0.73974 1.40640
30 H -3.12987 -0.21361 1.68128
31 H -2.40296 2.04446 0.70439
32 H -2.84136 0.72734 -0.35355
33 H 0.18472 0.33824 0.57308
34 H 2.21841 1.30387 -0.48360
35 H 1.67848 0.07098 -1.61992
36 H 1.61219 1.75838 -2.10464
37 H -1.79908 -0.58855 -1.73098
38 H -0.25434 -0.41372 -2.50617
39 H -1.01466 -2.15685 -0.16935
40 H 0.61400 -1.52630 -0.19886
41 H -0.48241 -2.91088 -2.66050
42 H 1.18983 -2.70726 -2.11833
43 H 0.76299 -4.96033 -1.74929
44 H -0.82726 -4.68300 -1.08408
45 H 0.26695 -3.66958 0.96574
46 H 1.84284 -3.94384 0.20104
47 H 1.77240 -6.22808 0.57451
48 H 0.00868 -6.30847 0.50081
49 H 0.56859 -6.68535 2.77902
50 H -0.05626 -5.05590 2.69645
51 H 2.43904 -5.84623 3.79674
52 H 2.85793 -4.99001 2.32208
53 H 1.88382 -4.20660 3.56275
54 H 0.83494 2.38396 1.26512
55 H -0.65246 3.22874 0.93074
56 H 0.56679 4.78260 -0.07463
57 H 0.91503 3.68190 -1.38954
58 H 4.62404 3.50263 -0.77907
59 H 5.16535 5.05697 -0.14662
60 H 4.52808 4.99462 -1.78854
61 H -1.48394 3.87616 -2.48099
62 H -1.95575 3.51108 -0.85091
63 H -3.30582 2.96705 -3.40791
64 H -3.29030 1.54955 -2.36772
65 H -4.43316 4.33499 -1.82956
66 H -5.30903 2.81603 -1.80439
67 H -4.18037 3.19853 -0.51024
68 Na 2.63663 -1.52861 -2.91862

Cartesian forces (eV/Å) of the 3 atoms listed first:
C 1.2 -0.6 0.4
C -1.2 0.5 -0.5
C 0.3 -0.2 0.1

Which charges does natural (NBO) predict for the atoms? In e, they are: -0.28, 0.03, -0.49, -0.39, -0.73, 1.46, -0.97, -0.71, -0.44, -0.33, -0.39, -0.40, -0.39, -0.39, -0.62, -0.77, -0.08, -0.54, 0.81, -0.72, -0.59, -0.85, -0.05, -0.42, -0.61, 0.22, 0.23, 0.23, 0.21, 0.20, 0.19, 0.20, -0.19, 0.22, 0.09, 0.21, 0.21, 0.16, 0.21, 0.21, 0.21, 0.05, 0.19, 0.21, 0.21, 0.18, 0.19, 0.20, 0.20, 0.20, 0.21, 0.19, 0.21, 0.23, 0.21, 0.19, 0.18, 0.22, 0.23, 0.24, 0.16, 0.16, 0.19, 0.20, 0.20, 0.20, 0.20, 0.97

=====

[2]
This record from the OMol25 dataset describes a structure of composition C21H43BO2P2Sn. The level of theory is ωB97M-V with the def2-TZVPD basis set.

Properties
Multiplicity ... 1
Relative energy (zero: lowest compared OMol25 entry of this formula, charge and spin) ... 0.0 kJ/mol
Highest occupied orbital energy ... -4.559 eV

Cartesian coordinates (Å):
1 P -1.56039 -0.51238 1.72610
2 P 0.40699 0.28855 -1.01705
3 C -1.87613 0.94091 0.63052
4 C -1.35159 0.80618 -0.83295
5 H -1.40472 1.80715 1.13115
6 H -2.96293 1.08696 0.61594
7 H -1.94804 0.06151 -1.39172
8 H -1.42296 1.77700 -1.33481
9 C 1.44398 1.74498 -0.76868
10 H 2.49620 1.46566 -0.94957
11 H 1.34231 2.12408 0.26194
12 H 1.11657 2.50688 -1.48701
13 C 0.72206 -0.38773 -2.65202
14 H 0.44236 0.37638 -3.38601
15 H 0.12536 -1.30205 -2.80386
16 H 1.79453 -0.64180 -2.72989
17 C -1.62217 -0.07752 3.47615
18 H -1.48927 -0.97793 4.09184
19 H -2.60977 0.37605 3.66397
20 H -0.81084 0.63599 3.71016
21 C -2.81208 -1.77681 1.36274
22 H -2.70695 -2.14115 0.32598
23 H -3.80176 -1.32468 1.50768
24 H -2.67238 -2.62682 2.05421
25 Sn 0.73977 -1.41236 0.90301
26 C -3.64370 3.31706 -2.54552
27 C -2.76796 4.09889 -1.88673
28 C -3.07947 5.19700 -0.91646
29 C -4.40710 5.05170 -0.15028
30 C -4.52555 3.71996 0.54058
31 C -5.01661 2.57628 0.03891
32 C -5.63137 2.36328 -1.31066
33 C -5.14099 3.31469 -2.41970
34 C 0.94256 -2.78187 2.61619
35 H -3.28631 2.70647 -3.38249
36 H -1.72366 4.10801 -2.21889
37 H -3.08047 6.18746 -1.40761
38 H -2.26557 5.23657 -0.18003
39 H -4.43396 5.83401 0.62137
40 H -5.26082 5.27965 -0.80807
41 H -4.30824 3.78272 1.61448
42 H -5.19601 1.74038 0.72653
43 H -6.73356 2.43154 -1.27216
44 H -5.41059 1.33506 -1.62564
45 H -5.55758 2.95860 -3.37249
46 H -5.57039 4.31956 -2.28563
47 H 1.29300 -3.75626 2.26558
48 H 0.02762 -2.90141 3.17845
49 H 1.72197 -2.35686 3.25887
50 C 4.00492 -4.42317 1.40858
51 C 4.64631 -3.07768 1.03761
52 C 5.99516 -3.02039 1.72653
53 O 3.81705 -2.00023 1.48496
54 B 2.87384 -1.85864 0.44661
55 O 3.36629 -2.28252 -0.79846
56 C 4.67356 -2.83338 -0.54337
57 C 5.73303 -1.80460 -0.93336
58 C 4.90015 -4.08410 -1.38241
59 H 3.83736 -4.44711 2.49248
60 H 4.67914 -5.25735 1.16712
61 H 3.04141 -4.60001 0.90739
62 H 5.86293 -3.17018 2.79622
63 H 6.63583 -3.82870 1.35233
64 H 6.50035 -2.05988 1.56592
65 H 6.74967 -2.19299 -0.77354
66 H 5.62642 -1.57564 -1.99771
67 H 5.61944 -0.86330 -0.36737
68 H 4.14330 -4.85870 -1.18896
69 H 4.88489 -3.83161 -2.43751
70 H 5.88557 -4.50937 -1.14953

Cartesian forces (eV/Å) of the 3 atoms listed first:
P 2.6 -0.7 -1.8
P -0.3 -1.2 2.9
C -0.1 -0.1 0.4

Which charges does natural (NBO) predict for the atoms? In e, they are: 1.03, 1.03, -0.71, -0.72, 0.24, 0.24, 0.24, 0.24, -0.98, 0.26, 0.26, 0.21, -0.97, 0.22, 0.27, 0.27, -0.96, 0.26, 0.22, 0.26, -0.97, 0.27, 0.21, 0.26, 0.01, -0.19, -0.18, -0.44, -0.44, -0.20, -0.18, -0.44, -0.45, -1.04, 0.20, 0.20, 0.22, 0.21, 0.22, 0.21, 0.20, 0.20, 0.22, 0.21, 0.22, 0.21, 0.21, 0.18, 0.21, -0.65, 0.24, -0.63, -0.78, 0.77, -0.78, 0.23, -0.63, -0.62, 0.22, 0.21, 0.22, 0.22, 0.21, 0.22, 0.21, 0.21, 0.22, 0.22, 0.22, 0.21

=====

[3]
This record from the OMol25 dataset describes a structure of composition C21H43N2O5S2. The level of theory is ωB97M-V with the def2-TZVPD basis set.

Properties
Multiplicity ... 1
Charge ... -1
Highest occupied orbital energy ... -5.494 eV

Cartesian coordinates (Å):
1 C 4.94507 -4.87991 -2.41807
2 C 4.43675 -3.86194 -1.36785
3 C 5.61950 -2.95177 -0.93550
4 C 5.14899 -1.47947 -0.80032
5 C 5.87018 -0.73304 0.32201
6 C 5.39362 -1.06845 1.76232
7 C 3.93240 -1.50030 1.91087
8 C 2.83521 -0.49292 1.45251
9 C 3.19684 1.01616 1.52728
10 C 3.27762 1.60380 0.11078
11 C 3.56253 3.11572 0.05421
12 C 2.35201 3.92727 0.56734
13 C 1.28361 4.16214 -0.52963
14 C -0.04914 3.45692 -0.22659
15 S -1.45300 4.38172 -0.90274
16 O -1.88167 5.37449 0.04813
17 O -0.93017 5.02826 -2.08435
18 N -2.58863 3.35418 -1.41746
19 S -3.18205 2.41294 -0.23757
20 O -2.95540 2.86331 1.11267
21 O -2.70099 1.05839 -0.42919
22 C -4.93726 2.34117 -0.60578
23 C -5.60619 1.10021 0.03155
24 C -6.23807 0.24859 -1.06980
25 C -7.21409 -0.80592 -0.54516
26 N -6.44686 -1.93154 0.03683
27 C -6.42698 -3.12475 -0.83709
28 C -7.06838 -2.34296 1.26971
29 C -6.22933 -2.31813 2.53915
30 O -8.19229 -2.66922 1.35124
31 H 5.24257 -4.29443 -3.28909
32 H 5.82613 -5.37356 -2.00609
33 H 4.18079 -5.60452 -2.69667
34 H 4.00545 -4.37390 -0.50940
35 H 3.70887 -3.22186 -1.86637
36 H 6.35295 -3.01617 -1.74255
37 H 6.11262 -3.29788 -0.02400
38 H 5.45116 -0.99232 -1.73482
39 H 4.06630 -1.39840 -0.76827
40 H 6.91977 -1.04454 0.26827
41 H 5.88541 0.34879 0.19042
42 H 5.67771 -0.24042 2.41375
43 H 5.99934 -1.92019 2.09424
44 H 3.81073 -2.40740 1.30924
45 H 3.70117 -1.78894 2.93714
46 H 2.43633 -0.70822 0.46230
47 H 1.98852 -0.64393 2.12710
48 H 4.06513 1.23876 2.14989
49 H 2.34918 1.51429 2.00001
50 H 2.28239 1.47034 -0.32989
51 H 3.96854 1.07661 -0.54962
52 H 4.49719 3.40477 0.54126
53 H 3.64174 3.37117 -1.00639
54 H 2.73555 4.91794 0.83010
55 H 1.92578 3.51054 1.47979
56 H 1.10680 5.23321 -0.60992
57 H 1.62495 3.81605 -1.50503
58 H -0.05349 2.49524 -0.74354
59 H -0.21126 3.27406 0.83428
60 H -5.44621 3.25830 -0.31674
61 H -5.03031 2.25411 -1.68881
62 H -4.87723 0.53076 0.60481
63 H -6.39017 1.43759 0.71546
64 H -6.79306 0.91003 -1.74649
65 H -5.45057 -0.22639 -1.65862
66 H -7.84766 -0.36982 0.22976
67 H -7.87899 -1.11452 -1.35913
68 H -6.64194 -4.02614 -0.26019
69 H -7.16008 -3.08667 -1.64741
70 H -5.44062 -3.28003 -1.28124
71 H -5.18202 -2.47767 2.28095
72 H -6.61682 -3.10483 3.17841
73 H -6.29639 -1.33476 3.00360

Cartesian forces (eV/Å) of the 3 atoms listed first:
C -0.3 0.6 0.7
C 1.1 -0.2 -0.5
C -1.1 0.2 -0.2

Which charges does Mulliken predict for the atoms? In e, they are: -1.43, -0.32, -0.85, -0.48, -0.97, -0.83, -0.63, -1.16, -0.35, 0.15, -1.29, -0.84, -0.56, -1.03, 1.24, -0.71, -0.75, -0.54, 1.15, -0.69, -0.71, -1.05, -0.30, -0.61, -0.90, 0.21, -1.01, 0.56, -1.25, -0.51, 0.36, 0.34, 0.40, 0.31, 0.29, 0.48, 0.33, 0.42, 0.22, 0.45, 0.43, 0.42, 0.49, 0.03, 0.47, 0.42, 0.53, 0.36, 0.41, 0.04, 0.09, 0.46, 0.38, 0.37, 0.45, 0.54, 0.28, 0.32, 0.51, 0.43, 0.43, 0.28, 0.32, 0.46, 0.20, 0.48, 0.31, 0.38, 0.29, 0.28, 0.33, 0.40, 0.26

=====

Number 1: F_max 1.425 eV/A. Number 2: F_max 3.289 eV/A. Number 3: F_max 3.180 eV/A.